1.
ClH3OSi | ωB97M-V/def2-TZVPD

As for the electronic energy: -826.65073 a.u. The HOMO-LUMO gap is 9.94 eV. The SMILES is [SiH3]OCl. The strongest force on any atom is 2.747 eV/A.

```
6
Properties=species:S:1:pos:R:3:forces:R:3:mulliken_charge:R:1
O 1.882 0.723 0.066 2.7 0.5 0.2 -0.24
Si 0.380 0.074 -0.048 -0.3 -1.3 2.0 0.48
Cl 3.324 -0.279 0.091 -1.9 1.0 0.0 0.06
H -0.518 0.800 -0.868 -0.6 1.1 -0.5 -0.10
H 0.685 -1.097 -0.803 -0.3 -1.3 -0.2 -0.13
H -0.194 -0.083 1.409 0.4 0.0 -1.4 -0.07
```
Positions in Å, forces in eV/Å.

2.
C22H47NOP2SiSn | ωB97M-V/def2-TZVPD

As for the electronic energy: -2182.71838 a.u. The HOMO-LUMO gap is 5.35 eV. The strongest force on any atom is 5.846 eV/A.

```
75
Properties=species:S:1:pos:R:3:forces:R:3:mulliken_charge:R:1
Sn -0.068 -0.041 -0.879 -0.1 -2.0 1.3 -1.45
Si -0.361 -2.466 -2.115 -0.3 -0.9 1.8 1.32
P 2.847 -0.435 -1.041 -1.4 -0.9 1.4 1.07
P -2.599 -0.109 -1.055 -1.1 0.6 0.4 1.29
H 0.853 -0.285 -2.166 0.0 2.0 -2.0 -0.07
C 3.678 1.162 -0.860 0.8 -0.1 0.0 -1.17
H 4.763 0.986 -0.859 -0.1 0.5 0.0 0.48
H 3.364 1.641 0.084 0.1 -0.3 -0.4 0.15
H 3.398 1.813 -1.702 0.3 -0.3 0.3 0.25
C 3.494 -1.266 -2.522 0.6 0.3 0.0 -1.19
H 4.587 -1.346 -2.419 -0.2 -0.2 -0.5 0.43
H 3.227 -0.648 -3.394 0.2 -0.3 0.2 0.32
H 3.033 -2.259 -2.638 0.2 0.4 0.2 0.24
C 3.315 -1.463 0.398 1.0 0.2 0.0 -1.12
H 4.402 -1.350 0.553 -0.2 -0.4 0.3 0.52
H 3.066 -2.520 0.209 0.1 0.4 0.0 0.25
H 2.770 -1.126 1.296 0.1 0.0 -0.4 0.17
C -3.277 1.554 -0.777 -0.4 0.3 0.1 -1.18
H -4.372 1.509 -0.684 0.3 0.0 0.1 0.51
H -3.003 2.221 -1.601 -0.1 -0.2 0.2 0.29
H -2.841 1.964 0.144 -0.1 -0.1 -0.2 0.17
C -3.551 -0.656 -2.505 -0.1 -0.2 -0.3 -1.32
H -4.622 -0.536 -2.286 0.3 0.0 0.0 0.43
H -3.356 -1.705 -2.744 0.0 0.1 0.1 0.32
H -3.311 -0.048 -3.382 0.0 -0.1 0.2 0.31
C -3.343 -1.039 0.324 -0.2 -0.1 0.2 -1.23
H -4.404 -0.763 0.404 0.2 0.0 -0.1 0.60
H -2.852 -0.782 1.270 0.1 0.0 -0.2 0.19
H -3.278 -2.121 0.174 0.1 0.2 0.0 0.34
C -0.393 -2.706 -3.980 0.0 0.0 0.0 -1.20
H 0.348 -2.071 -4.473 -0.1 -0.1 -0.2 0.30
H -1.390 -2.500 -4.378 0.1 0.0 -0.1 0.30
H -0.149 -3.760 -4.159 -0.1 0.3 -0.2 0.41
H 0.736 -3.403 -1.599 -0.5 0.1 -0.3 -0.31
H -1.718 -2.970 -1.603 0.5 -0.4 -0.3 -0.31
C -0.215 2.245 -2.843 -0.2 -1.2 1.6 0.98
O -0.755 2.284 -1.710 1.7 0.9 -2.8 -0.52
C 1.158 2.828 -3.166 0.7 0.6 -0.2 -1.29
H 1.713 2.418 -4.065 -1.2 0.1 0.9 0.39
H 1.917 2.849 -2.340 -1.3 0.0 -0.4 0.13
H 0.925 3.884 -3.426 0.3 -0.3 0.1 0.47
C -0.902 1.512 -3.980 -0.4 0.7 -1.2 -0.80
H -1.908 1.972 -4.103 0.4 -0.4 0.1 0.33
H -1.034 0.405 -3.933 0.4 0.8 0.6 -0.06
H -0.346 1.722 -4.913 -0.3 -0.2 0.3 0.49
C -1.139 -3.245 3.421 -0.1 0.0 0.2 -1.50
C 0.000 -2.566 2.638 0.1 -0.2 0.1 0.53
C -0.204 -2.756 1.153 0.1 -0.2 -0.4 -0.29
C 0.223 -1.132 3.077 0.1 0.2 1.1 1.23
C 0.502 -0.986 4.437 -0.1 1.1 -0.5 -0.87
C 0.672 0.258 5.029 0.2 -0.7 1.1 -1.65
C 0.534 1.388 4.257 -0.1 0.4 -0.2 0.05
C 0.299 1.328 2.898 0.1 0.0 1.0 0.13
C 0.162 2.639 2.138 -0.3 -0.4 0.0 1.76
C -1.132 3.387 2.531 0.3 -0.3 -0.2 -1.71
C 1.360 3.554 2.365 0.4 0.0 0.0 -1.66
C 0.228 0.038 2.262 -0.3 1.1 3.1 -0.04
N 0.212 -0.008 0.995 -0.1 -0.4 -5.8 0.04
H -2.103 -2.743 3.245 0.2 -0.1 0.0 0.26
H -0.951 -3.243 4.506 -0.1 0.1 -0.4 0.40
H -1.239 -4.292 3.111 0.0 0.1 0.0 0.45
H 0.919 -3.096 2.924 -0.1 -0.1 -0.1 0.33
H -1.086 -2.198 0.802 0.4 -0.4 0.1 -0.33
H 0.670 -2.375 0.613 -0.3 -0.2 0.1 -0.40
H -0.330 -3.819 0.900 0.0 0.2 0.1 0.46
H 0.577 -1.857 5.039 0.1 -0.7 0.5 0.48
H 0.899 0.327 6.108 -0.2 0.0 -0.7 0.29
H 0.619 2.356 4.733 0.0 0.1 0.1 0.25
H 0.100 2.358 1.077 0.1 0.3 0.2 -0.72
H -1.106 3.669 3.588 0.0 0.0 -0.1 0.40
H -1.243 4.297 1.937 -0.1 0.0 0.0 0.43
H -2.006 2.748 2.373 0.0 0.1 0.0 0.32
H 2.303 3.034 2.129 -0.3 0.2 0.1 0.33
H 1.295 4.454 1.742 0.0 -0.1 0.0 0.43
H 1.420 3.887 3.416 0.0 -0.1 -0.4 0.34
```
Positions in Å, forces in eV/Å.

3.
C5H10O | ωB97M-V/def2-TZVPD

As for the electronic energy: -271.58370 a.u. The HOMO-LUMO gap (spin up / spin down) is 9.13 / 6.76 eV. The strongest force on any atom is 2.243 eV/A.

```
16
Properties=species:S:1:pos:R:3:forces:R:3:mulliken_charge:R:1
C -0.719 1.472 -0.270 -0.4 -0.3 -0.1 -1.44
C -0.387 0.040 -0.011 -1.9 1.1 0.0 0.76
C -0.796 -0.509 1.300 0.1 0.1 -0.1 -1.19
C 0.142 -0.773 -1.128 -0.7 -0.4 0.9 -0.51
C 1.463 -0.930 -0.502 1.3 1.0 -1.3 -0.47
O 1.866 0.344 0.050 1.1 -1.6 -0.3 -0.50
H -0.711 2.109 0.621 0.1 -0.1 -0.1 0.32
H -0.100 1.930 -1.044 0.0 -0.1 0.1 0.38
H -1.754 1.438 -0.647 -0.1 0.5 0.0 0.35
H -0.569 -1.573 1.378 -0.2 0.0 0.1 0.37
H -1.869 -0.306 1.435 0.0 -0.3 0.2 0.37
H -0.290 0.009 2.133 0.0 -0.1 -0.1 0.29
H -0.440 -1.710 -1.163 0.5 0.0 -0.2 0.27
H 0.062 -0.279 -2.111 0.3 -0.1 0.3 0.30
H 2.243 -1.493 -1.051 -0.1 0.2 0.9 0.37
H 1.859 0.231 1.008 0.1 0.2 -0.1 0.33
```
Positions in Å, forces in eV/Å.

4.
C5H7N | ωB97M-V/def2-TZVPD

As for the electronic energy: -249.25255 a.u. The HOMO-LUMO gap (spin up / spin down) is 7.76 / 7.75 eV. The strongest force on any atom is 0.538 eV/A.

```
13
Properties=species:S:1:pos:R:3:forces:R:3:mulliken_charge:R:1
C -0.871 1.794 0.025 0.1 -0.1 0.0 -0.59
C -0.940 -1.463 0.275 0.4 0.1 -0.3 -0.56
C -0.379 0.882 -0.801 -0.2 0.2 0.1 -0.09
N 0.733 0.013 -0.578 -0.1 0.3 0.1 -0.23
C 1.231 -0.285 0.712 0.1 0.3 0.2 -0.36
C 0.474 -1.362 -0.051 -0.2 -0.5 0.1 0.03
H -0.528 1.892 1.047 0.1 0.1 -0.1 0.17
H -1.709 2.411 -0.279 0.2 0.0 -0.1 0.25
H -1.358 -2.267 -0.352 0.0 -0.4 0.2 0.17
H -0.785 0.752 -1.801 0.0 0.0 0.1 0.37
H 0.754 0.146 1.588 -0.1 -0.2 -0.1 0.26
H 2.313 -0.379 0.764 -0.2 -0.1 -0.1 0.25
H 1.064 -2.134 -0.549 -0.1 0.2 0.0 0.34
```
Positions in Å, forces in eV/Å.

5.
C46H91F6N15O12S6 | ωB97M-V/def2-TZVPD

Its multiplicity is 2. As for the electronic energy: -6517.88556 a.u. The HOMO-LUMO gap (spin up / spin down) is 8.26 / 3.74 eV. The strongest force on any atom is 12.494 eV/A. The total charge is +5.

```
176
Properties=species:S:1:pos:R:3:forces:R:3:mulliken_spin:R:1
C -10.764 16.226 -5.301 0.0 -0.6 -0.2 0.00
C -10.152 16.488 -6.687 1.0 0.1 3.0 0.00
N -11.120 17.088 -7.514 -3.8 2.0 -3.1 0.00
C -12.002 16.431 -8.417 0.9 1.6 -1.1 0.00
C -12.591 17.408 -9.203 -0.5 0.2 1.5 0.00
N -12.299 18.650 -8.643 2.1 -3.0 2.4 0.00
C -11.434 18.433 -7.614 0.4 -1.6 -1.0 0.00
C -12.881 19.904 -8.923 -0.9 1.6 -1.1 0.00
H -11.461 15.395 -5.410 -0.4 0.1 0.1 0.00
H -11.268 17.112 -4.914 0.1 -0.1 0.1 0.00
H -10.016 15.853 -4.601 0.2 0.3 0.0 0.00
H -9.727 15.540 -7.017 -0.2 0.4 -0.8 0.00
H -9.370 17.234 -6.547 0.3 -0.2 -0.2 0.00
H -12.083 15.361 -8.534 0.4 0.1 0.0 0.00
H -13.335 17.428 -9.986 0.1 -0.6 -0.1 0.00
H -11.029 19.209 -6.981 0.1 -0.1 0.0 0.00
H -12.235 20.473 -9.592 0.1 0.2 0.2 0.00
H -13.120 20.449 -8.010 0.3 -0.1 0.0 0.00
H -13.828 19.772 -9.446 0.2 -0.1 0.1 0.00
C -11.844 23.531 -8.221 0.1 0.4 -1.8 0.00
C -11.187 22.847 -7.086 -1.3 -0.3 1.7 0.00
N -10.129 23.657 -6.525 0.7 1.3 1.7 0.00
C -9.010 23.966 -7.249 1.6 1.2 2.4 0.00
C -8.165 24.654 -6.357 -1.1 -0.8 0.1 0.00
N -8.822 24.761 -5.114 -1.8 -1.3 -2.5 0.00
C -10.046 24.207 -5.254 0.9 -1.6 -2.2 0.00
C -8.331 25.289 -3.871 0.6 0.8 0.4 0.00
H -12.087 24.577 -8.032 -0.1 -0.1 0.5 0.00
H -12.756 23.031 -8.545 0.1 -0.1 0.0 0.00
H -11.160 23.587 -9.068 -0.1 -0.1 -0.3 0.00
H -10.807 21.836 -7.230 0.2 0.1 -0.5 0.00
H -11.958 22.705 -6.329 0.3 0.2 0.3 0.00
H -8.877 23.655 -8.275 0.0 0.2 0.2 0.00
H -7.150 25.016 -6.425 -0.3 0.0 -0.3 0.00
H -10.810 23.994 -4.521 0.2 0.3 0.2 0.00
H -7.383 25.784 -4.082 0.0 -0.1 0.2 0.00
H -8.196 24.494 -3.138 0.1 0.0 -0.1 0.00
H -9.010 26.061 -3.507 0.0 -0.1 0.1 0.00
C -17.209 18.638 2.014 0.5 0.1 -0.8 0.00
C -18.329 18.878 0.997 0.2 1.0 1.0 0.00
N -17.857 19.473 -0.290 -0.3 0.6 -0.3 0.00
C -17.644 18.825 -1.479 0.7 0.4 0.0 0.00
C -17.056 19.750 -2.320 -0.1 -1.1 -0.9 0.00
N -16.999 20.962 -1.713 -2.3 -0.7 3.1 0.00
C -17.579 20.762 -0.471 1.1 0.4 -0.4 0.00
C -16.526 22.224 -2.265 1.4 0.2 -0.2 0.00
H -17.586 18.412 3.011 -0.3 -0.4 -0.3 0.00
H -16.607 19.533 2.171 0.1 0.1 -0.3 0.00
H -16.600 17.836 1.598 0.3 -0.1 0.5 0.00
H -18.933 19.662 1.456 -0.7 -0.4 -0.3 0.00
H -18.837 17.927 0.834 -0.4 0.5 -0.4 0.00
H -18.001 17.808 -1.539 0.4 0.0 -0.5 0.00
H -16.649 19.661 -3.317 -0.3 -0.2 0.0 0.00
H -17.753 21.486 0.311 0.2 0.3 -0.3 0.00
H -16.754 22.304 -3.327 -0.3 0.0 0.2 0.00
H -15.441 22.197 -2.165 0.1 0.0 -0.2 0.00
H -16.813 23.117 -1.710 -0.7 -0.4 0.0 0.00
C -7.590 20.414 -7.233 -0.7 0.4 0.1 0.00
C -6.082 20.425 -7.032 0.0 -1.1 -1.0 0.00
N -5.567 21.720 -6.680 1.2 2.6 4.1 0.00
C -5.341 22.824 -7.460 0.0 0.9 0.4 0.00
C -4.878 23.859 -6.661 -0.6 -0.9 -0.8 0.00
N -4.798 23.401 -5.362 -2.1 -4.6 -4.0 0.00
C -5.219 22.104 -5.375 -0.3 0.5 -2.0 0.00
C -4.337 24.058 -4.254 0.2 2.1 2.3 0.00
H -8.065 19.564 -7.724 0.9 -0.5 -0.1 0.00
H -7.898 21.241 -7.874 0.0 0.3 0.2 0.00
H -8.082 20.465 -6.262 0.0 0.4 0.1 0.00
H -5.529 20.205 -7.945 -0.2 -0.6 -0.1 0.00
H -5.807 19.707 -6.260 0.2 0.1 -0.1 0.00
H -5.582 22.835 -8.513 0.2 0.0 0.0 0.00
H -4.689 24.885 -6.940 0.3 -0.1 0.1 0.00
H -5.315 21.491 -4.491 0.3 0.0 -0.2 0.00
H -3.734 24.879 -4.642 0.6 -0.2 0.7 0.00
H -3.897 23.354 -3.548 0.5 0.4 -0.1 0.00
H -5.187 24.520 -3.751 0.0 0.1 0.3 0.00
C -14.956 12.307 -5.327 0.6 0.6 -1.6 0.00
C -14.115 13.357 -6.177 -0.7 -1.1 1.4 0.00
N -14.248 14.685 -5.545 0.7 1.0 3.7 0.00
C -14.268 15.879 -6.194 -0.2 0.6 1.7 0.00
C -14.285 16.884 -5.215 0.2 -0.8 -0.6 0.00
N -14.219 16.292 -3.938 0.2 -0.1 -1.9 0.00
C -14.174 14.949 -4.163 -0.7 0.5 -1.5 0.00
C -14.192 17.098 -2.632 -0.5 -1.0 -0.4 0.00
H -15.978 12.682 -5.266 0.1 0.0 0.4 0.00
H -14.490 12.066 -4.371 -0.2 0.3 0.0 0.00
H -15.040 11.371 -5.878 0.2 0.0 -0.1 0.00
H -14.467 13.452 -7.204 -0.1 -0.1 0.2 0.00
H -13.053 13.112 -6.184 0.0 -0.1 -0.1 0.00
H -14.241 15.791 -7.270 -0.3 0.9 0.1 0.00
H -14.380 17.953 -5.336 0.1 -0.1 0.1 0.00
H -14.257 14.219 -3.371 0.2 -0.1 -0.2 0.00
H -14.540 16.435 -1.840 0.0 -0.1 -0.1 0.00
H -14.867 17.951 -2.691 -0.1 -0.3 -0.4 0.00
H -13.228 17.518 -2.345 0.2 -0.4 -0.8 0.00
C -10.672 23.906 -1.138 -0.6 0.2 0.8 0.00
C -9.879 23.466 0.062 0.6 -1.6 0.5 0.00
C -10.667 23.323 1.373 0.5 0.9 1.0 0.00
N -9.773 23.005 2.610 0.6 -0.5 -1.0 0.00
C -9.032 21.686 2.388 -0.8 0.8 1.1 0.00
C -8.740 24.169 2.778 -0.5 -0.7 0.2 0.00
C -8.868 24.641 4.254 0.4 0.7 -2.3 0.00
C -9.685 23.620 4.923 1.0 -1.5 2.5 0.00
C -10.541 22.926 3.921 -1.2 1.7 -0.6 0.00
H -10.068 23.723 -2.027 -0.2 0.3 0.0 0.00
H -10.974 24.940 -0.977 -0.1 0.1 -0.6 0.00
H -11.566 23.284 -1.175 -0.1 0.1 -0.4 0.00
H -8.974 24.062 0.183 -0.1 0.1 0.1 0.00
H -9.522 22.478 -0.227 0.3 -0.2 0.2 0.00
H -11.499 22.620 1.384 0.2 -0.3 -0.3 0.00
H -11.099 24.279 1.667 -0.1 0.2 -0.1 0.00
H -8.284 21.787 1.602 -0.3 -0.3 -0.1 0.00
H -9.843 20.965 2.284 0.3 -0.2 -0.7 0.00
H -8.562 21.422 3.336 0.3 0.2 -0.1 0.00
H -7.798 23.716 2.468 0.1 0.3 0.3 0.00
H -9.011 24.936 2.052 0.1 0.0 0.3 0.00
H -7.873 24.745 4.686 -0.3 0.4 0.1 0.00
H -9.458 25.556 4.209 0.6 0.4 0.3 0.00
H -9.014 22.925 5.428 0.0 -0.4 -0.1 0.00
H -10.198 24.077 5.770 -0.6 -0.2 -0.2 0.00
H -10.957 21.961 4.211 0.5 -0.2 -0.4 0.00
H -11.386 23.601 3.788 -0.3 -0.2 -0.3 0.00
C -13.453 16.265 3.030 0.6 1.5 0.5 0.00
C -12.213 16.095 2.152 0.1 -0.1 -1.4 0.00
C -11.302 17.387 1.868 -0.4 -1.5 0.6 0.00
N -10.303 17.202 0.711 0.4 -0.2 0.0 0.00
C -11.025 16.972 -0.665 0.9 -0.2 1.3 0.00
C -9.309 16.075 1.078 0.6 0.3 1.0 0.00
C -8.125 16.705 1.998 -1.5 -1.0 -1.4 0.00
C -8.364 18.168 1.832 1.4 1.5 -0.2 0.00
C -9.279 18.401 0.661 -2.2 -0.1 1.1 0.00
H -14.223 15.494 3.040 0.6 -0.4 -0.3 0.00
H -13.977 17.178 2.750 -0.1 0.2 0.0 0.00
H -13.071 16.410 4.041 -0.5 0.0 0.2 0.00
H -12.558 15.781 1.167 0.0 -0.1 -0.3 0.00
H -11.680 15.223 2.531 0.5 0.3 0.0 0.00
H -10.695 17.621 2.742 0.0 0.0 0.0 0.00
H -11.952 18.243 1.683 0.1 0.0 -0.4 0.00
H -12.007 17.445 -0.678 0.3 0.2 0.3 0.00
H -11.146 15.897 -0.796 0.0 0.1 0.1 0.00
H -10.394 17.387 -1.451 -0.1 0.0 0.2 0.00
H -8.861 15.775 0.130 -0.2 -0.2 0.1 0.00
H -9.823 15.260 1.588 0.0 0.0 -0.5 0.00
H -7.211 16.351 1.521 0.1 0.1 0.4 0.00
H -8.154 16.502 3.069 -0.1 -0.8 -0.3 0.00
H -7.451 18.731 1.639 0.3 -0.1 -0.2 0.00
H -8.666 18.605 2.784 -0.7 0.0 -0.2 0.00
H -8.823 18.439 -0.329 -0.1 0.0 0.2 0.00
H -9.911 19.255 0.907 0.2 0.4 -0.9 0.00
N -11.879 20.275 -4.975 -5.0 2.0 -2.0 0.00
S -13.150 21.117 -4.261 -5.0 -1.8 -2.4 0.00
O -12.881 22.370 -3.670 0.4 0.3 0.5 0.00
O -14.221 20.256 -3.700 2.7 1.5 -0.8 0.00
F -13.804 21.523 -5.658 0.3 -0.2 0.0 -0.01
S -11.059 20.193 -3.752 7.7 -2.8 5.9 0.00
O -11.529 19.212 -2.748 0.5 1.9 -1.3 0.00
O -10.433 21.423 -3.304 -1.2 -1.7 -0.4 0.00
F -9.822 19.355 -4.444 -0.8 0.6 0.2 0.00
N -5.710 20.977 -2.254 -3.3 -1.3 -4.0 0.00
S -6.036 21.843 -1.080 1.8 2.8 10.2 0.00
O -6.229 21.131 0.208 -0.5 0.8 -2.7 0.00
O -6.866 23.029 -1.191 0.1 -0.8 -1.3 0.00
F -4.577 22.398 -0.836 -0.1 0.3 -0.7 0.00
S -7.306 20.832 -2.803 -2.7 -5.6 -2.0 0.00
O -7.748 21.708 -3.877 0.9 0.0 1.8 0.00
O -8.355 20.183 -1.911 3.6 2.8 -1.9 0.00
F -6.918 19.494 -3.714 -0.1 1.1 0.6 0.00
N -17.552 20.597 -7.795 -0.1 -3.9 0.1 0.56
S -16.516 21.568 -7.292 0.1 12.5 0.3 -0.08
O -15.334 21.704 -8.082 0.2 -1.4 0.4 0.22
O -16.492 21.905 -5.896 0.4 -2.0 -0.1 0.25
F -17.343 22.871 -7.761 0.7 -1.3 -0.1 0.00
S -16.650 19.256 -7.316 -2.0 -7.9 2.0 -0.01
O -16.513 19.086 -5.852 -0.7 1.2 -3.4 0.04
O -15.541 18.829 -8.102 -0.1 1.3 -0.1 0.03
F -17.780 18.217 -7.796 1.1 1.4 1.0 0.00
```
Positions in Å, forces in eV/Å.

6.
C11H22N2O3 | ωB97M-V/def2-TZVPD

As for the electronic energy: -767.29047 a.u. The HOMO-LUMO gap is 9.36 eV. The strongest force on any atom is 6.269 eV/A.

```
38
Properties=species:S:1:pos:R:3:forces:R:3:mulliken_charge:R:1
C 2.024 -0.547 -0.176 -1.5 -0.5 0.8 -0.56
C 0.469 -0.718 0.388 0.4 2.8 -1.6 0.12
C 2.612 0.895 0.085 -4.1 -1.8 3.8 0.30
C 2.773 1.155 1.632 -1.4 0.6 1.7 -1.16
C 3.848 1.012 -0.552 3.9 -0.7 -4.1 -0.46
C 4.690 -0.304 -0.389 1.4 -0.8 -0.6 -0.93
C -1.978 0.091 0.295 1.8 1.3 -1.2 0.00
C -2.494 -1.270 0.079 -1.2 -5.9 -1.8 0.47
C -2.730 1.236 -0.513 0.8 2.6 1.8 0.13
C -4.262 1.207 -0.134 -0.1 -3.1 1.2 -1.37
C -2.248 2.789 -0.046 1.7 -1.4 -1.2 -0.95
H 1.306 -0.262 -2.289 2.7 -3.2 2.5 0.34
H 1.818 -2.121 -1.632 0.3 4.6 -0.7 0.35
H 2.714 -1.241 0.489 -1.9 1.0 -1.7 0.40
H 1.919 1.670 -0.059 -1.1 1.0 -1.6 0.27
H 2.912 0.125 2.170 0.2 2.3 -0.5 0.26
H 1.822 1.814 2.233 2.5 -2.3 -2.1 0.23
H 3.612 1.923 1.623 -0.7 -1.4 1.0 0.37
H 3.653 1.108 -1.715 0.8 0.2 2.2 0.20
H 4.404 1.855 -0.127 0.0 0.1 -0.7 0.48
H 5.825 -0.108 -0.658 -2.4 -0.5 -0.2 0.36
H 4.103 -1.146 -1.112 2.4 2.1 2.3 0.17
H 4.848 -0.590 0.726 -0.9 0.1 -1.8 0.24
H -0.373 0.494 -1.222 -0.2 -0.7 1.8 0.30
H -1.889 0.095 1.441 -0.2 1.1 -1.5 0.23
H -2.390 1.369 -1.728 -1.4 -1.3 3.3 0.24
H -4.722 1.845 -0.800 -1.3 1.8 -1.2 0.56
H -4.605 1.528 1.007 1.5 -0.9 -2.9 0.23
H -4.703 0.149 -0.438 0.9 2.2 1.1 0.32
H -0.978 2.826 -0.275 -3.9 0.5 0.2 0.13
H -2.356 3.155 1.032 -0.2 -1.1 -1.4 0.30
H -3.004 3.353 -0.725 2.1 -0.1 1.1 0.38
H -0.617 -2.058 0.813 -3.6 -0.9 -0.3 0.49
N 2.074 -0.949 -1.655 -3.0 -1.2 0.2 -0.58
N -0.538 0.073 -0.269 1.6 -1.6 1.6 0.05
O 0.154 -1.463 1.350 5.0 3.0 0.4 -0.56
O -3.560 -1.631 -0.472 2.4 1.7 1.5 -0.64
O -1.629 -2.274 0.461 -3.5 0.5 -1.7 -0.70
```
Positions in Å, forces in eV/Å.